1.
Entry from the Open Molecules 2025 dataset: a 11-piece molecular cluster, CH24O10S2 overall (ωB97M-V with the def2-TZVPD basis set).

The geometry in XYZ format:
```
37
Properties=species:S:1:pos:R:3:forces:R:3
C 2.38283 0.01481 -0.37579 -0.790 1.695 -0.526
S 3.12813 1.04886 -1.71067 0.999 0.839 2.709
S 2.49351 0.67036 -3.79352 -0.930 -0.754 -2.525
H 2.98378 -0.84110 -0.21336 -0.125 -1.537 -0.234
H 1.28662 -0.02354 -0.61072 0.892 -0.901 0.124
H 2.42869 0.53541 0.56611 0.261 0.324 -0.080
H 1.22242 1.06210 -3.62506 0.065 0.079 0.002
H -0.02845 -2.56068 2.27425 1.592 0.146 -1.766
H 0.75140 -1.48198 1.58739 0.812 2.036 -0.180
O 0.69146 -2.41674 1.55087 -2.115 -2.061 2.347
H -2.61684 -1.07711 2.53111 1.429 -2.296 0.222
H -2.69450 -2.62992 2.32501 -0.669 -0.717 -0.498
O -2.13788 -1.97115 2.70665 -0.564 2.888 0.241
H -2.37894 3.55583 -0.58864 -0.303 1.829 0.700
H -1.49887 2.77565 -1.45330 2.330 0.238 -1.773
O -2.13511 2.68914 -0.80086 -2.844 -2.841 0.996
H 2.53657 2.60944 1.59212 -0.824 0.175 -0.433
H 1.37757 1.60407 1.73520 0.168 1.220 -0.338
O 1.55880 2.56792 1.51686 1.234 -0.427 0.829
H 0.65902 3.04938 0.07824 0.295 0.477 0.225
H 0.23706 4.51432 -0.02240 1.518 3.676 1.367
O 0.01853 3.68566 -0.27948 -1.148 -3.293 -1.744
H 0.00822 -3.03770 0.41342 -0.158 -1.755 -0.825
H 0.17856 -4.44688 -0.43868 0.566 -0.149 -0.029
O -0.44674 -3.77655 -0.18906 -0.501 1.243 0.963
H -1.48302 0.92371 0.22071 -0.146 -0.410 0.399
H -1.43356 -0.57450 0.26168 0.128 -1.853 -1.622
O -1.45639 0.14819 0.83762 -0.046 2.603 1.087
H 0.03003 0.26568 1.70016 -0.633 0.083 0.053
H 0.88271 0.23581 3.07175 -0.316 -0.051 -1.187
O 0.93117 0.20597 2.08485 -0.037 -0.685 1.962
H -0.22351 -2.25085 -2.68254 0.002 0.053 0.168
H -0.89748 -2.91031 -1.36452 -0.012 0.692 -1.793
O -1.07379 -2.37399 -2.24277 -0.179 -0.746 0.981
H -2.24992 0.68372 -2.18633 -0.624 0.656 -0.003
H -1.63912 -0.74769 -2.30134 1.304 2.418 0.391
O -1.39296 0.27467 -2.17493 -0.636 -2.895 -0.210
```
Forces are in eV/Å.

Highest occupied orbital energy (alpha / beta) (eV): -0.05 / -3.14
Charge: -1
Expectation value of S²: 0.754
Spin multiplicity: 2
Kohn-Sham gap (alpha / beta) (eV): 2.17 / 5.23

natural (NBO) population analysis, charges in e, atoms 1 to 5: C -0.777; S -0.319; S -0.578; H 0.195; H 0.194


2.
Entry from the Open Molecules 2025 dataset: a 2-piece molecular cluster, C29H36NO4 overall (ωB97M-V with the def2-TZVPD basis set).

The geometry in XYZ format:
```
70
Properties=species:S:1:pos:R:3:forces:R:3
C 2.55169 -1.91490 2.51153 0.059 0.254 0.096
O 1.78810 -2.38379 1.39013 0.035 -0.473 -0.037
C 1.03955 -3.46783 1.67884 0.084 -0.295 1.464
O 0.90202 -3.88563 2.81417 0.206 0.408 -1.114
C 0.38960 -4.13357 0.48198 0.116 0.494 0.586
C 0.87090 -5.59600 0.39889 -0.015 0.061 -0.496
C -0.23010 -6.42443 1.05375 -0.247 -0.029 0.549
C -1.49379 -5.55525 0.99046 -0.279 -0.998 -0.077
N -1.03077 -4.21187 0.74781 0.292 -0.369 -0.506
C -1.88348 -3.15702 0.69904 0.382 1.964 0.080
C -1.45727 -1.82999 0.69163 -0.279 -2.897 0.597
C -2.42565 -0.72069 0.55528 -0.643 0.457 -0.423
C -3.85905 -1.08795 0.98098 0.378 0.174 -0.007
C -4.28141 -2.39492 0.32324 0.127 0.100 -0.012
C -3.34580 -3.54377 0.70776 -0.567 0.167 -0.018
H 3.10140 -1.05048 2.14112 0.003 -0.088 0.080
H 1.88388 -1.62223 3.32595 0.159 -0.081 -0.090
H 3.23341 -2.69796 2.86011 -0.158 0.190 -0.067
H 0.63572 -3.53840 -0.41001 -0.305 -0.151 0.053
H 0.96861 -5.86236 -0.65608 0.065 0.015 0.071
H 1.84052 -5.74518 0.88142 -0.136 0.086 -0.126
H -0.39538 -7.37866 0.54438 0.134 0.150 0.149
H 0.01473 -6.62491 2.10323 0.009 0.012 -0.265
H -2.14453 -5.91031 0.17325 0.136 0.129 0.193
H -2.07640 -5.62864 1.92282 0.223 0.066 -0.273
H -0.41245 -1.62889 0.93441 -0.385 -0.206 -0.268
H -2.08455 0.16248 1.10763 -0.175 -0.002 0.029
H -2.44450 -0.42481 -0.50859 -0.243 0.244 0.176
H -3.89502 -1.18503 2.07300 0.005 -0.037 -0.098
H -4.53781 -0.27681 0.70307 0.012 -0.077 0.038
H -5.30956 -2.64745 0.60157 0.130 -0.006 -0.078
H -4.26013 -2.27147 -0.76712 -0.040 0.028 0.103
H -3.55131 -4.38138 0.02343 0.245 0.208 0.263
H -3.61874 -3.89362 1.72103 0.240 0.053 -0.324
C 3.43987 3.89721 4.37306 -0.325 -0.169 0.126
O 2.38283 2.91982 4.54975 -0.159 0.028 -0.978
C 1.76563 2.45855 3.43112 0.315 0.040 -0.103
C 0.86389 1.37505 3.57702 0.402 0.305 0.040
C 0.31924 0.76753 2.46538 0.027 -0.082 -0.290
C 0.60270 1.23132 1.15573 0.118 0.451 0.647
C -0.02474 0.72426 -0.04266 0.888 1.150 -1.569
C -0.31445 1.66003 -1.04863 -0.235 0.231 0.884
C -0.34892 1.44537 -2.42086 -0.173 0.170 -0.193
C -0.10882 2.49188 -3.37133 -0.136 0.168 0.079
C -0.31377 2.29446 -4.76775 0.172 -0.094 0.165
C -0.02615 3.27684 -5.68402 0.102 0.455 0.066
C 0.48941 4.52733 -5.24833 0.108 0.391 -0.209
O 0.75244 5.44733 -6.21082 -0.100 -0.738 1.066
C 1.35605 6.70539 -5.83160 -0.110 -0.200 -0.044
C 0.70138 4.75828 -3.86543 -0.106 -0.099 -0.149
C 0.39003 3.76066 -2.95786 0.052 0.056 -0.191
C 1.50504 2.32678 1.04052 -0.755 0.120 -0.249
C 2.03861 2.96729 2.13764 0.202 -0.250 0.627
H 3.91390 3.95182 5.35262 -0.037 0.108 -0.188
H 4.17336 3.57567 3.61772 -0.275 -0.030 0.281
H 3.02316 4.87632 4.09187 0.100 -0.309 0.127
H 0.64090 1.01980 4.58150 0.042 0.066 -0.234
H -0.37618 -0.06111 2.58501 0.131 0.116 0.077
H -0.04520 -0.33023 -0.28964 -0.155 0.004 0.190
H -0.49317 2.68906 -0.71319 0.585 -0.345 -0.085
H -0.56347 0.44197 -2.79331 0.296 0.080 -0.028
H -0.70246 1.33528 -5.10684 0.086 0.189 0.020
H -0.17704 3.13861 -6.75263 0.002 -0.037 0.257
H 1.44577 7.24327 -6.77585 0.033 0.007 0.264
H 0.71773 7.26128 -5.13056 0.098 -0.170 -0.263
H 2.34782 6.54688 -5.38561 -0.254 -0.021 -0.164
H 1.10621 5.71423 -3.51997 -0.198 -0.475 -0.111
H 0.56186 3.95439 -1.89855 0.014 -0.054 -0.354
H 1.78122 2.68823 0.04838 -0.115 -0.146 0.255
H 2.69287 3.83282 2.00802 -0.207 -0.465 -0.016
```
Forces are in eV/Å.

Highest occupied orbital energy (eV): -9.45
Charge: +1
Spin multiplicity: 1
Kohn-Sham gap (eV): 4.45

natural (NBO) population analysis, charges in e, atoms 1 to 5: C -0.264; O -0.522; C 0.789; O -0.597; C -0.126


Results for relative energy (zero: lowest compared OMol25 entry of this formula, charge and spin): 60.4 0.0 (in kJ/mol, following the order of the records).